{
  "formula": "C26H29BeN2O3",
  "method": "the ωB97M-V functional and the def2-TZVPD basis",
  "elements": ["C", "C", "C", "H", "C", "C", "H", "C", "C", "C", "H", "C", "C", "H", "H", "H", "H", "H", "H", "Be", "C", "C", "C", "H", "H", "H", "H", "H", "H", "C", "C", "H", "H", "O", "N", "C", "H", "C", "C", "H", "C", "H", "C", "H", "C", "H", "C", "H", "H", "H", "O", "C", "C", "C", "C", "O", "N", "H", "H", "H", "H"],
  "positions_angstrom": [[1.935, 0.047, 0.714], [2.162, -0.659, -0.508], [2.014, 0.253, -1.578], [2.424, -1.708, -0.603], [1.777, 1.545, -1.026], [1.773, 1.429, 0.385], [1.689, 2.472, -1.583], [-1.177, -1.722, 1.239], [-0.127, -2.498, 0.665], [-0.307, -2.526, -0.737], [0.656, -3.013, 1.214], [-1.400, -1.702, -1.074], [-1.964, -1.186, 0.153], [2.143, 0.019, -2.631], [1.745, 2.256, 1.088], [1.978, -0.367, 1.720], [-2.908, -0.647, 0.216], [0.267, -3.106, -1.459], [-1.438, -1.655, 2.290], [-0.471, -0.121, 0.428], [-1.947, -1.376, -2.432], [-3.469, -1.600, -2.435], [-1.323, -2.253, -3.522], [-3.693, -2.641, -2.165], [-3.874, -1.392, -3.430], [-3.977, -0.938, -1.727], [-1.480, -3.315, -3.284], [-0.245, -2.070, -3.621], [-1.803, -2.041, -4.487], [-1.567, 0.115, -2.673], [-2.183, 0.716, -3.918], [-0.466, 0.194, -2.710], [-1.887, 0.758, -1.829], [-3.247, 0.319, -4.391], [-1.527, 1.746, -4.531], [-0.380, 2.500, -4.047], [-2.049, 2.161, -5.289], [0.932, 1.946, -4.549], [2.120, 2.618, -4.238], [2.053, 3.568, -3.698], [3.351, 2.074, -4.607], [4.268, 2.592, -4.322], [3.402, 0.877, -5.331], [4.367, 0.451, -5.611], [2.215, 0.239, -5.701], [2.232, -0.681, -6.287], [0.978, 0.781, -5.325], [0.044, 0.308, -5.642], [-0.385, 2.540, -2.946], [-0.495, 3.540, -4.388], [-1.775, 2.272, -0.089], [-1.500, 2.095, 1.103], [-1.832, 2.985, 2.283], [-1.181, 2.313, 3.481], [-0.475, 1.088, 2.927], [0.259, 0.315, 3.524], [-0.802, 1.010, 1.577], [-1.431, 3.988, 2.098], [-2.924, 3.019, 2.387], [-0.452, 2.955, 3.983], [-1.926, 1.972, 4.209]],
  "atomic_forces_ev_per_a": [[-0.2046, 0.0509, -0.3906], [-0.4071, 0.6628, -0.2891], [0.4034, 0.0930, 0.4990], [-0.2496, 0.1500, 0.0396], [0.3611, -0.3286, 0.4538], [-0.0210, -0.3251, -0.8522], [-0.0458, -0.1155, 0.1058], [0.0821, -0.8556, -0.5773], [-1.1788, -0.1409, 0.0703], [-0.4589, 0.0702, -0.0028], [-0.1519, 0.2456, -0.0822], [0.2178, -0.2561, 1.0316], [0.4676, -0.5588, -0.5334], [-0.0826, 0.0313, 0.1087], [-0.2790, -0.1465, -0.0541], [0.1102, 0.1270, -0.2408], [0.3586, -0.0800, 0.1475], [0.1093, 0.4402, 0.2899], [0.3482, 0.2247, -0.1830], [1.4003, -0.4952, 0.9603], [-0.0557, 0.4724, -0.1359], [-0.2051, -0.2150, -0.1876], [0.0283, 0.0085, -0.0477], [0.1098, 0.1671, 0.1028], [0.0499, -0.1809, 0.3901], [0.0676, -0.0859, -0.0521], [0.0534, 0.2053, -0.0827], [-0.1601, -0.0439, 0.0642], [0.1024, -0.0395, 0.1690], [-0.0327, 0.1656, -0.2840], [-0.3891, -0.1656, -0.1722], [-0.2851, -0.0195, 0.0686], [0.0634, -0.3261, -0.2709], [0.5229, 0.5437, -0.2464], [-0.1737, 0.5101, 0.1242], [-0.2644, -0.0904, 0.1238], [-0.0154, -0.1850, 0.0667], [0.3766, -0.1610, -0.3591], [-0.0064, -0.3231, -0.1559], [0.1808, -0.3801, -0.0704], [-0.2447, 0.0661, -0.0781], [-0.2121, -0.1981, -0.1066], [-0.2090, 0.0693, 0.0647], [-0.2709, 0.1020, 0.0921], [-0.1116, 0.3708, 0.1225], [0.0789, 0.2090, 0.1369], [0.3313, 0.1078, 0.1247], [0.4053, 0.0816, 0.2461], [0.0773, -0.1314, -0.2629], [0.0090, -0.2370, 0.0795], [0.0774, -0.0748, 1.3054], [0.4238, -0.5600, -0.0439], [-0.3043, 0.4336, -0.1047], [0.0329, 0.0645, 0.4978], [0.1935, -0.3306, -1.0216], [-0.8101, 0.6888, -0.2239], [-0.2369, 0.5262, -0.3480], [-0.2951, -0.0974, -0.0047], [0.2105, 0.2803, -0.1284], [-0.1359, -0.1415, 0.0762], [0.2442, 0.1208, 0.0315]],
  "total_charge": -1,
  "homo_energy_ev": -3.583,
  "lumo_energy_ha": 0.10490
}

=====

{
  "formula": "C26H29Br2CsIN5O2S2",
  "method": "the ωB97M-V functional and the def2-TZVPD basis",
  "elements": ["Cs", "O", "S", "O", "N", "C", "C", "C", "C", "C", "C", "C", "C", "N", "C", "C", "C", "C", "C", "C", "C", "H", "H", "H", "H", "H", "H", "H", "H", "H", "H", "H", "Br", "C", "Br", "H", "H", "C", "N", "C", "C", "S", "N", "C", "C", "H", "H", "H", "H", "H", "H", "H", "H", "H", "H", "H", "H", "I", "C", "C", "C", "C", "C", "N", "H", "H", "H", "H"],
  "positions_angstrom": [[-0.768, -0.343, 0.655], [-1.365, 2.451, 0.867], [-2.739, 2.484, 0.354], [-2.909, 3.116, -0.939], [-3.240, 1.008, 0.436], [-4.459, 0.587, -0.038], [-5.567, 1.382, -0.241], [-6.805, 0.842, -0.635], [-6.964, -0.499, -0.835], [-5.847, -1.355, -0.675], [-5.932, -2.749, -0.902], [-4.821, -3.527, -0.775], [-3.609, -2.900, -0.418], [-3.489, -1.618, -0.193], [-4.592, -0.827, -0.302], [-3.661, 3.478, 1.510], [-3.909, 2.979, 2.782], [-4.625, 3.746, 3.688], [-5.089, 5.002, 3.320], [-4.841, 5.490, 2.047], [-4.126, 4.727, 1.134], [-5.492, 2.450, -0.088], [-7.644, 1.513, -0.770], [-7.918, -0.919, -1.126], [-6.887, -3.178, -1.181], [-4.850, -4.596, -0.942], [-2.703, -3.494, -0.332], [-3.550, 1.992, 3.046], [-4.826, 3.363, 4.680], [-5.651, 5.598, 4.027], [-5.207, 6.468, 1.760], [-3.930, 5.082, 0.131], [1.214, 0.844, 3.416], [1.892, 1.699, 1.825], [2.714, 0.423, 0.622], [2.653, 2.416, 2.100], [1.059, 2.173, 1.315], [3.199, 1.503, -3.023], [3.590, 2.692, -2.285], [4.985, 2.713, -1.878], [2.674, 3.453, -1.614], [3.057, 4.249, -0.189], [1.446, 3.525, -2.183], [0.330, 4.137, -1.472], [1.283, 3.521, -3.633], [3.752, 0.646, -2.630], [3.416, 1.591, -4.091], [2.137, 1.311, -2.891], [5.587, 2.330, -2.703], [5.153, 2.096, -0.990], [5.292, 3.728, -1.647], [0.371, 3.907, -0.415], [-0.600, 3.735, -1.872], [0.336, 5.224, -1.595], [2.251, 3.480, -4.126], [0.788, 4.448, -3.930], [0.668, 2.685, -3.974], [-0.803, -4.131, 2.471], [0.782, -4.237, 1.103], [1.672, -5.300, 1.169], [2.708, -5.322, 0.251], [2.810, -4.296, -0.679], [1.863, -3.289, -0.649], [0.857, -3.256, 0.227], [1.556, -6.074, 1.913], [3.428, -6.130, 0.264], [3.606, -4.276, -1.410], [1.903, -2.465, -1.354]],
  "atomic_forces_ev_per_a": [[0.1430, -0.6397, -0.0279], [-0.1631, 0.2555, -0.0310], [0.1507, 0.0228, -0.1144], [-0.0098, 0.0326, 0.1067], [-0.0451, 0.1467, -0.0256], [-0.0742, -0.0895, -0.0113], [-0.0897, 0.0587, -0.0349], [-0.0034, -0.0571, -0.0133], [0.0182, -0.0007, 0.0014], [-0.1257, -0.0345, -0.0887], [-0.0050, 0.0475, 0.0064], [0.0194, 0.0267, 0.0356], [0.0176, -0.1156, -0.0990], [0.0047, 0.0809, 0.1150], [-0.0304, 0.1095, 0.0485], [0.0379, -0.0691, 0.0657], [-0.0076, -0.0106, 0.0106], [0.0273, -0.0561, -0.0029], [-0.0240, 0.0167, 0.0412], [-0.0125, 0.0596, -0.0381], [0.0151, 0.0281, -0.0661], [-0.0086, -0.0051, -0.0003], [-0.0034, -0.0078, 0.0007], [0.0039, -0.0006, -0.0001], [0.0033, 0.0065, -0.0015], [0.0064, 0.0046, -0.0011], [-0.0163, -0.0050, 0.0262], [-0.0035, 0.0103, 0.0017], [0.0055, -0.0050, -0.0049], [0.0036, -0.0038, -0.0027], [0.0051, -0.0087, -0.0010], [-0.0043, -0.0033, 0.0161], [0.0891, 0.0624, 0.0897], [-0.0661, -0.0007, -0.0394], [0.1407, 0.0789, -0.0275], [0.0051, 0.0083, 0.0037], [0.0287, 0.0083, 0.0084], [0.0205, -0.0965, 0.0597], [0.0758, 0.0433, 0.0506], [-0.0474, -0.0082, -0.0276], [0.0337, -0.0522, -0.0180], [0.0276, 0.0387, 0.0483], [-0.0595, 0.0233, -0.0474], [-0.0615, -0.0068, -0.0670], [-0.0331, 0.0754, -0.0058], [-0.0037, -0.0068, 0.0000], [-0.0022, -0.0314, 0.0209], [0.0459, -0.0370, -0.0013], [-0.0120, -0.0021, -0.0046], [-0.0030, -0.0069, 0.0067], [0.0028, 0.0164, 0.0041], [0.0243, -0.0284, 0.0162], [-0.0202, 0.0045, -0.0071], [0.0422, 0.0042, 0.0108], [-0.0697, 0.0466, 0.0057], [-0.0053, 0.0032, 0.0104], [0.0044, 0.0203, 0.0096], [-0.0240, -0.0013, 0.0259], [-0.0295, -0.0079, 0.0430], [0.0428, 0.0031, -0.0315], [-0.0275, 0.0158, 0.0129], [-0.0041, -0.0157, 0.0234], [0.0449, 0.0186, -0.0659], [0.0034, 0.0631, -0.0308], [-0.0025, 0.0016, -0.0001], [0.0019, 0.0002, -0.0035], [-0.0018, 0.0020, 0.0007], [0.0041, -0.0309, 0.0156]],
  "homo_energy_ev": -7.160,
  "lumo_energy_ha": -0.00310
}

=====

{
  "formula": "C26H29BrCoN7O4S2",
  "method": "the ωB97M-V functional and the def2-TZVPD basis",
  "elements": ["Co", "N", "C", "C", "C", "N", "H", "H", "H", "H", "H", "H", "H", "H", "H", "H", "C", "O", "C", "C", "C", "Br", "C", "C", "C", "O", "C", "N", "C", "C", "C", "C", "C", "C", "N", "H", "H", "H", "H", "H", "H", "H", "H", "H", "H", "H", "N", "C", "C", "C", "C", "C", "C", "S", "O", "O", "N", "C", "S", "C", "C", "N", "H", "H", "H", "H", "H", "H", "H", "H"],
  "positions_angstrom": [[-2.060, 0.854, 0.253], [-2.652, -0.794, 1.542], [-2.582, -0.604, 3.014], [-3.431, 0.571, 3.468], [-2.978, 1.937, 2.975], [-3.216, 2.127, 1.519], [-3.624, -0.965, 1.292], [-2.167, -1.652, 1.289], [-1.536, -0.449, 3.291], [-2.906, -1.512, 3.524], [-3.421, 0.589, 4.559], [-4.477, 0.403, 3.188], [-1.908, 2.075, 3.154], [-3.492, 2.718, 3.538], [-2.983, 3.090, 1.289], [-4.214, 2.040, 1.340], [-1.454, 3.918, -0.807], [-0.970, 2.812, -0.022], [0.402, 2.719, 0.126], [1.302, 3.675, -0.296], [2.658, 3.429, -0.095], [3.900, 4.719, -0.661], [3.109, 2.261, 0.487], [2.200, 1.287, 0.905], [0.851, 1.551, 0.730], [-0.152, 0.652, 1.178], [2.727, 0.061, 1.520], [3.919, -0.015, 2.031], [4.052, -1.324, 2.461], [5.134, -1.950, 3.086], [5.002, -3.285, 3.397], [3.827, -3.996, 3.099], [2.746, -3.393, 2.487], [2.886, -2.043, 2.180], [2.032, -1.126, 1.589], [-1.021, 3.885, -1.804], [-1.216, 4.860, -0.314], [-2.534, 3.800, -0.871], [0.990, 4.580, -0.791], [4.164, 2.076, 0.633], [-0.148, 0.674, 2.146], [6.035, -1.397, 3.310], [5.818, -3.804, 3.880], [3.770, -5.044, 3.360], [1.845, -3.948, 2.263], [1.155, -1.322, 1.144], [2.645, -3.925, -3.972], [1.901, -2.820, -3.780], [2.204, -1.925, -2.729], [1.458, -0.790, -2.548], [0.376, -0.522, -3.397], [0.063, -1.397, -4.442], [0.811, -2.531, -4.628], [-0.515, 0.920, -3.177], [-1.348, 1.194, -4.310], [0.285, 1.938, -2.579], [-1.624, 0.515, -1.901], [-2.868, 0.299, -2.186], [-3.702, 0.101, -3.721], [-5.134, -0.179, -2.871], [-4.955, -0.063, -1.490], [-3.715, 0.203, -1.110], [3.460, -4.106, -3.414], [2.477, -4.535, -4.753], [3.052, -2.125, -2.088], [1.722, -0.083, -1.771], [-0.745, -1.162, -5.122], [0.586, -3.199, -5.449], [-6.062, -0.387, -3.380], [-5.755, -0.164, -0.770]],
  "atomic_forces_ev_per_a": [[0.2164, -0.0581, 0.3729], [-0.0602, -0.0591, -0.1987], [0.0074, -0.0001, 0.0073], [0.0097, 0.0076, 0.0261], [0.0576, 0.0190, 0.0349], [-0.1298, -0.0160, -0.1144], [0.0179, -0.0393, 0.0148], [0.0408, 0.0123, 0.0342], [-0.0066, -0.0103, 0.0191], [-0.0023, 0.0230, 0.0050], [0.0070, -0.0062, -0.0064], [-0.0080, 0.0037, -0.0078], [-0.0125, 0.0012, 0.0076], [-0.0096, -0.0293, -0.0042], [0.0102, -0.0161, -0.0112], [0.0026, 0.0077, 0.0290], [-0.0020, 0.0108, -0.0426], [0.0205, 0.0247, -0.0292], [0.0474, -0.1005, 0.0237], [0.0284, -0.0693, 0.0577], [-0.0447, 0.0103, -0.0114], [0.0043, 0.0105, -0.0033], [-0.0061, -0.0415, -0.0033], [-0.0396, 0.1058, -0.0250], [0.0156, 0.1280, -0.0211], [0.0413, 0.1432, -0.1018], [0.0407, 0.0332, 0.0041], [-0.0582, 0.0307, -0.0080], [0.0079, 0.0097, -0.0131], [-0.0501, -0.0069, -0.0205], [-0.0098, 0.0153, -0.0089], [-0.0280, -0.0049, -0.0115], [0.0270, -0.0180, 0.0251], [-0.0037, -0.0534, -0.0185], [0.0426, -0.0258, 0.0866], [0.0076, 0.0097, 0.0008], [-0.0165, -0.0134, 0.0039], [0.0049, -0.0048, -0.0022], [-0.0097, 0.0138, -0.0082], [0.0043, 0.0044, -0.0016], [0.0582, -0.1514, -0.0049], [0.0134, 0.0175, 0.0028], [0.0127, -0.0081, 0.0076], [-0.0061, -0.0110, 0.0010], [-0.0126, -0.0152, -0.0006], [0.0196, -0.0156, -0.0398], [-0.0058, -0.0432, 0.0119], [0.0013, 0.0271, 0.0090], [-0.0181, 0.0142, -0.0002], [0.0444, -0.0025, 0.0513], [0.0955, 0.0006, 0.0660], [-0.0450, -0.0447, -0.0536], [-0.0108, 0.0251, 0.0107], [0.0646, -0.1325, 0.2007], [0.0075, -0.0494, -0.0445], [-0.0633, -0.0351, -0.0663], [0.0540, 0.3238, -0.0686], [-0.2512, -0.0768, -0.0110], [-0.0187, -0.0129, -0.0571], [0.0111, -0.0071, 0.0392], [0.0167, 0.0459, -0.0993], [-0.1158, 0.0744, -0.0359], [0.0044, 0.0117, -0.0038], [0.0014, 0.0121, -0.0035], [0.0146, 0.0019, 0.0125], [0.0033, 0.0084, -0.0049], [-0.0072, 0.0005, 0.0019], [-0.0074, -0.0058, -0.0145], [-0.0201, -0.0062, -0.0113], [-0.0055, 0.0026, 0.0249]],
  "total_charge": 2,
  "homo_energy_ev": [-12.576, -12.576],
  "s2": 6.0263,
  "lumo_energy_ha": [-0.19072, -0.31258],
  "multiplicity": 5
}

=====

Computed ΔE to the lowest compared entry with this formula, charge and spin (kJ/mol) in order:
0.0 58.2 94.1
Computed DFT total energy (Ha) in order:
-1358.2515 -7694.6842 -6445.1066